# 1
C12H17BF6O9 | ωB97M-V/def2-TZVPD

Geometry as ORCA input:
```
! RIJCOSX wB97M-V def2-TZVPD def2/J DEFGRID3
* xyz 0 1
C -3.1470 -0.8123 1.4900
C -3.1739 -2.3953 1.1479
B -4.6412 -2.9254 0.6748
O -4.7566 -3.5717 -0.6219
O -5.7986 -2.7883 1.5425
C -2.4027 -3.4152 2.1092
O -1.3211 -3.9858 1.2867
C -1.1162 -2.9817 0.2921
O -0.0743 -2.5948 -0.2622
O -2.3743 -2.4339 -0.0971
H -2.8942 -0.2623 0.5130
H -4.1679 -0.4988 1.9030
H -2.3046 -0.6758 2.2677
H -4.0867 -4.2941 -0.6062
H -6.5629 -2.5419 0.9788
H -3.0878 -4.2224 2.5606
H -1.8844 -2.8095 2.9342
C 2.9429 0.2990 0.1902
C 3.3994 -0.8419 1.0796
O 3.9093 -0.3450 2.3285
C 2.9866 0.0258 3.2357
O 1.7970 -0.0371 3.0603
C 3.6583 0.4933 4.5244
F 4.6664 1.3599 4.2946
F 4.1898 -0.5381 5.2142
F 2.8061 1.1135 5.3589
H 3.7516 1.0204 0.0470
H 2.6231 -0.0749 -0.7843
H 2.1112 0.8412 0.6387
H 4.2191 -1.3762 0.5944
H 2.5996 -1.5674 1.2518
C 0.2663 3.3177 -5.5405
C 0.7240 2.1852 -4.6416
O 1.2297 2.6905 -3.3956
C 0.3035 3.0654 -2.4924
O -0.8848 2.9992 -2.6707
C 0.9710 3.5419 -1.2048
F 1.9782 4.4094 -1.4356
F 1.5031 2.5154 -0.5072
F 0.1175 4.1661 -0.3755
H 1.0732 4.0400 -5.6874
H -0.0497 2.9347 -6.5127
H -0.5703 3.8624 -5.0976
H 1.5465 1.6496 -5.1201
H -0.0743 1.4591 -4.4656
*
```

* gap between HOMO and LUMO: 10.79 eV
* molecular weight: 430.1 g mol⁻¹
* energy above the lowest of the compared OMol25 structures with the same formula, charge and spin: 1.390 eV
* energy: -1768.7467 a.u.
* HOMO level: -10.58 eV

# 2
C9H10OS | ωB97M-V/def2-TZVPD

Geometry as ORCA input:
```
! RIJCOSX wB97M-V def2-TZVPD def2/J DEFGRID3
* xyz 0 1
C 2.2751 1.3268 -0.8922
C 3.1847 2.1267 -0.2748
C 1.2592 0.9331 0.0066
C 1.3461 1.5703 1.2254
C 0.1976 1.1989 2.1023
C 0.0561 0.1188 -0.1706
C -0.6134 0.0648 1.1277
C 0.3469 -1.2680 -0.7162
C -2.0739 0.3099 1.2693
O -0.2061 1.6477 3.1502
S 2.7166 2.6355 1.3384
H 2.3599 1.1995 -1.9915
H 4.1424 2.2652 -0.7200
H -0.5567 0.7525 -0.7583
H -0.5047 -0.9867 1.4880
H 1.0956 -1.7475 -0.0035
H 0.6360 -1.3292 -1.7103
H -0.4807 -1.8683 -0.6114
H -2.6444 1.0911 0.8785
H -2.1849 0.2543 2.3644
H -2.4467 -0.6296 0.8200
*
```

* gap between HOMO and LUMO: 9.38 eV
* molecular weight: 166.2 g mol⁻¹
* energy above the lowest of the compared OMol25 structures with the same formula, charge and spin: 0.057 eV
* energy: -822.3223 a.u.
* HOMO level: -9.16 eV

# 3
C27H36N5O3S3V | ωB97M-V/def2-TZVPD

Geometry as ORCA input:
```
! RIJCOSX wB97M-V def2-TZVPD def2/J DEFGRID3
* xyz 0 3
V -0.7138 -0.5689 -0.3190
C -1.8095 -2.1536 2.0198
N -2.2068 -2.0442 0.5936
C -3.6470 -1.6740 0.5728
C -4.1838 -0.9849 -0.6739
C -3.6026 0.3982 -0.9298
N -2.2451 0.3299 -1.4618
C -2.0168 0.8981 -2.5936
C -0.7466 1.0392 -3.2329
C -0.7102 1.4635 -4.5771
C 0.4768 1.6705 -5.2273
C 1.6769 1.4894 -4.5201
C 1.6783 1.1089 -3.2025
C 0.4666 0.8655 -2.5170
O 0.5010 0.5347 -1.2628
C -1.9941 -3.3908 0.0022
C -2.3036 -3.5948 -1.4797
C -1.5591 -2.6428 -2.4387
N -0.4214 -2.0589 -1.7547
C 0.7662 -2.4626 -2.0431
C 1.9402 -2.1699 -1.2847
C 3.1977 -2.4599 -1.8518
C 4.3548 -2.2721 -1.1443
C 4.2715 -1.8149 0.1799
C 3.0608 -1.5576 0.7719
C 1.8570 -1.7113 0.0564
O 0.7178 -1.4531 0.6487
H -2.4710 -2.8556 2.5412
H -1.8758 -1.1758 2.4922
H -0.7814 -2.4969 2.0835
H -3.8062 -0.9981 1.4138
H -4.2346 -2.5808 0.7689
H -5.2592 -0.8681 -0.5096
H -4.0868 -1.5983 -1.5695
H -3.5610 0.9607 0.0063
H -4.2478 0.9410 -1.6267
H -2.8643 1.3401 -3.1247
H -1.6500 1.6226 -5.0963
H 0.4919 1.9863 -6.2616
H 2.6216 1.6678 -5.0195
H 2.5967 0.9928 -2.6405
H -2.6000 -4.1071 0.5725
H -0.9490 -3.6396 0.1841
H -3.3767 -3.5616 -1.6708
H -1.9978 -4.6229 -1.6890
H -2.2127 -1.8339 -2.7600
H -1.2417 -3.1850 -3.3335
H 0.9054 -3.1005 -2.9206
H 3.2331 -2.8257 -2.8726
H 5.3170 -2.4744 -1.5948
H 5.1804 -1.6507 0.7457
H 2.9955 -1.1780 1.7830
C -3.9882 0.7328 3.4596
O -3.0196 0.7891 2.4105
C -1.8495 1.4351 2.6412
S -1.4779 2.0948 4.1060
S -0.7497 1.3688 1.3327
H -4.8052 0.1301 3.0659
H -4.3393 1.7317 3.7111
H -3.5656 0.2761 4.3529
C 4.9263 4.3897 1.9305
N 3.7807 3.7243 2.4861
C 3.4255 3.8668 3.8879
C 2.1584 3.0138 3.9991
N 2.2570 2.1673 2.8153
C 3.0997 2.7108 1.8945
S 3.2585 2.1883 0.3258
H 5.8445 4.0879 2.4464
H 4.8168 5.4726 2.0223
H 4.9994 4.1190 0.8802
H 3.2528 4.9149 4.1383
H 4.2303 3.4919 4.5310
H 1.2478 3.6131 3.9775
H 2.1489 2.4153 4.9076
H 1.4177 1.7238 2.4458
*
```

* gap between HOMO and LUMO (alpha / beta): 7.21 / 7.24 eV
* <S²>: 2.0130
* molecular weight: 625.8 g mol⁻¹
* energy above the lowest of the compared OMol25 structures with the same formula, charge and spin: 0.047 eV
* energy: -3688.6450 a.u.
* HOMO level (alpha / beta): -7.21 / -7.22 eV

# 4
C44H56IrN9O6S2Si | ωB97M-V/def2-TZVPD

Geometry as ORCA input:
```
! RIJCOSX wB97M-V def2-TZVPD def2/J DEFGRID3
* xyz 1 2
Ir 0.2312 0.4832 -0.0204
C -5.0046 -2.0983 -4.3340
C -4.1813 -1.5326 -3.2262
C -4.5410 -1.7058 -1.8899
C -3.7744 -1.1792 -0.8810
C -2.6007 -0.4296 -1.1274
N -1.8869 0.0660 -0.0842
C -2.5120 0.5003 1.0502
C -3.6598 1.3172 0.9657
C -4.2713 1.8322 2.0815
C -3.7794 1.5622 3.3587
C -4.4463 2.1047 4.5780
C -2.6527 0.7591 3.4622
C -2.0159 0.2310 2.3469
N -0.9840 -0.7128 2.6234
C -1.2299 -1.9071 3.2153
C -0.0382 -2.4517 3.6167
C 0.9438 -1.5364 3.2555
N 0.3555 -0.4916 2.6597
C -2.2294 -0.2750 -2.4880
C -3.0165 -0.8277 -3.4923
N -1.1209 0.4926 -2.8959
C -1.0577 1.2190 -4.0366
C 0.1986 1.7734 -4.1089
C 0.8478 1.3318 -2.9561
N 0.0374 0.5680 -2.2342
H -6.0509 -2.1513 -4.0477
H -4.6713 -3.1079 -4.5703
H -4.9125 -1.4964 -5.2334
H -5.4332 -2.2627 -1.6492
H -4.0548 -1.3398 0.1486
H -4.0479 1.5379 -0.0175
H -5.1438 2.4591 1.9720
H -5.5232 2.1559 4.4365
H -4.0847 3.1122 4.7835
H -4.2293 1.4885 5.4463
H -2.2662 0.5101 4.4404
H -2.2263 -2.2913 3.2922
H 0.1247 -3.3922 4.0980
H 2.0071 -1.6265 3.3384
H -2.7147 -0.7128 -4.5222
H -1.8942 1.3250 -4.6959
H 0.5906 2.4057 -4.8775
H 1.8493 1.5324 -2.6298
C 3.4566 0.6397 2.0542
C 3.5532 0.7501 0.5238
C 4.9906 0.4394 0.1049
C 3.1731 2.1375 0.0005
O 2.6614 -0.1829 -0.0849
Si 2.6858 -1.8303 -0.1147
S 0.5641 -2.1059 -0.1133
O 3.3630 -2.3363 1.2618
C 3.9306 -3.5926 1.6580
C 5.2852 -3.7480 0.9712
C 4.1081 -3.5367 3.1775
C 2.9972 -4.7367 1.2801
O 3.4617 -2.4510 -1.3765
C 3.1402 -2.9511 -2.6770
C 2.1538 -2.0198 -3.3768
C 4.4640 -3.0187 -3.4412
C 2.5400 -4.3482 -2.5205
H 4.2387 1.2706 2.4741
H 3.7105 -0.3918 2.2986
H 2.1781 0.4842 3.7469
H 5.6570 1.2194 0.4638
H 5.0516 0.3869 -0.9802
H 5.3054 -0.5162 0.5115
H 3.6581 2.9109 0.5885
H 2.0895 2.2763 0.0528
H 3.4906 2.2450 -1.0352
H 5.9812 -3.0004 1.3437
H 5.1632 -3.6095 -0.0993
H 5.6960 -4.7357 1.1592
H 4.6411 -2.6326 3.4639
H 4.6856 -4.3966 3.5050
H 3.1430 -3.5558 3.6781
H 2.9669 -4.8530 0.2020
H 1.9896 -4.5299 1.6335
H 3.3483 -5.6630 1.7260
H 2.5522 -1.0084 -3.4071
H 1.2104 -2.0052 -2.8341
H 1.9719 -2.3583 -4.3940
H 4.9061 -2.0284 -3.5228
H 4.2998 -3.4141 -4.4398
H 5.1612 -3.6685 -2.9181
H 1.6475 -4.3023 -1.8988
H 3.2633 -5.0129 -2.0527
H 2.2775 -4.7585 -3.4912
C 3.1633 2.8933 4.1594
C 2.0794 2.5044 3.1560
C 2.1366 1.0086 2.7770
N 0.8913 0.5998 2.1282
H 2.9929 3.9094 4.5061
H 4.1580 2.8688 3.7222
H 3.1481 2.2221 5.0168
H 2.1540 3.1362 2.2748
H 1.1136 2.6887 3.6311
O 1.5398 8.4741 2.7785
S 1.2076 9.6372 2.0022
O 2.2990 10.3355 1.3811
O 0.0559 10.3945 2.4244
C 0.3894 8.8768 0.4647
N 0.1089 9.6875 -0.5077
C -0.5006 9.1318 -1.5516
C -0.8109 7.7791 -1.5725
C -0.4529 7.0080 -0.4603
N 0.1662 7.6124 0.5707
C -0.6492 5.5677 -0.3193
C -1.2433 4.7570 -1.2923
C -1.2480 3.3879 -1.1142
N -0.7514 2.7792 -0.0379
C -0.3005 3.5618 0.9451
C -0.2007 4.9332 0.8459
H -0.7314 9.7931 -2.3757
H -1.3101 7.3476 -2.4235
H -1.7053 5.1719 -2.1735
H -1.6895 2.7514 -1.8662
H -0.0030 3.0425 1.8402
H 0.2253 5.5288 1.6374
*
```

* gap between HOMO and LUMO (alpha / beta): 4.20 / 2.39 eV
* <S²>: 0.7884
* molecular weight: 1091.4 g mol⁻¹
* energy above the lowest of the compared OMol25 structures with the same formula, charge and spin: 4.963 eV
* energy: -3844.5049 a.u.
* HOMO level (alpha / beta): -8.60 / -8.60 eV

# 5
C4H7N3 | ωB97M-V/def2-TZVPD

Geometry as ORCA input:
```
! RIJCOSX wB97M-V def2-TZVPD def2/J DEFGRID3
* xyz 0 1
C 1.1162 0.2300 -0.5979
C 0.0757 1.2925 -0.2707
N -0.7809 0.6366 0.7115
C -0.8954 -0.7264 0.5887
N -1.7818 -1.4523 1.1440
C 0.2013 -1.1537 -0.3117
N 0.4212 -2.2887 -0.8412
H 1.1798 -1.7409 -1.3099
H 1.9668 0.2594 0.1049
H 1.5411 0.3899 -1.6151
H -0.4754 1.5709 -1.1829
H 0.4973 2.2087 0.1531
H -1.5573 1.1295 1.1203
H -1.6051 -2.4299 0.9032
*
```

* gap between HOMO and LUMO: 9.78 eV
* molecular weight: 97.1 g mol⁻¹
* energy above the lowest of the compared OMol25 structures with the same formula, charge and spin: 1.398 eV
* energy: -320.8319 a.u.
* HOMO level: -9.18 eV

# 6
C12H26BN2O2P2Pb | ωB97M-V/def2-TZVPD

Geometry as ORCA input:
```
! RIJCOSX wB97M-V def2-TZVPD def2/J DEFGRID3
* xyz 3 1
Pb -0.0349 -0.6994 0.4439
P -2.4116 0.2436 -0.6620
C -2.0918 0.4205 -2.4186
C -0.8275 1.1154 -2.7370
N 0.2686 0.8981 -1.9446
C 1.4480 1.3920 -2.3353
C 1.6185 2.1597 -3.4894
C 0.5156 2.4059 -4.3074
C -0.7140 1.8728 -3.9193
C 2.7116 1.0542 -1.4290
P 2.5143 -0.4070 -0.4206
H -1.6425 2.0463 -4.4721
H 2.6173 2.4798 -3.7538
H 0.5953 2.9809 -5.1852
H 3.5641 1.0097 -2.1381
H 2.9065 1.9707 -0.8333
H -2.0158 -0.6300 -2.7911
H -2.9429 0.7910 -2.9774
H -1.1793 -2.3770 -2.6562
O -1.8949 -1.8944 -3.1517
H -2.1631 -1.8858 -4.1548
H -0.6906 -2.7946 -0.7740
O -0.3166 -2.9406 -1.6739
H 0.0332 -3.9071 -1.9807
C 2.9338 -1.7583 -1.5661
H 3.9528 -1.6596 -1.9625
H 2.8942 -2.7173 -1.0239
H 2.2392 -1.8075 -2.4238
C 3.8392 -0.2826 0.8051
H 3.8270 -1.1871 1.4281
H 4.8318 -0.1978 0.3397
H 3.6735 0.5972 1.4502
C -3.0593 1.7168 0.1585
H -4.1042 1.9678 -0.1396
H -3.0611 1.5028 1.2543
H -2.4138 2.6037 -0.0216
C -3.7037 -1.0260 -0.5870
H -3.9615 -1.1976 0.4681
H -4.6096 -0.6905 -1.1094
H -3.3649 -1.9720 -1.0415
B 0.0405 0.1804 5.2356
C 0.0589 0.1916 3.7273
N 0.0593 0.1138 2.5006
H -0.9608 0.6802 5.6444
H 1.0022 0.6681 5.6996
H 0.0189 -1.0314 5.5286
*
```

* gap between HOMO and LUMO (alpha / beta): 3.83 / 2.88 eV
* molecular weight: 510.3 g mol⁻¹
* energy above the lowest of the compared OMol25 structures with the same formula, charge and spin: 0.000 eV
* energy: -1631.9998 a.u.
* HOMO level (alpha / beta): -17.72 / -17.52 eV

# 7
C4H11N3O2 | ωB97M-V/def2-TZVPD

Geometry as ORCA input:
```
! RIJCOSX wB97M-V def2-TZVPD def2/J DEFGRID3
* xyz 0 1
C -1.7416 1.9312 -0.4193
C -1.9914 0.9623 -1.5201
O -3.1005 0.1769 -1.3908
O -1.2416 0.6081 -2.4017
H -1.6828 2.9322 -0.9507
H -0.9400 1.6505 0.2248
H -2.5098 2.1233 0.3011
C 1.5229 0.6702 0.3933
C 1.1554 -1.8454 0.8084
N 0.0632 -2.4528 1.0557
N 1.2194 -0.7002 -0.0459
N 2.3556 -1.9649 1.4738
H -0.6936 -2.1071 0.4782
H -3.4498 -0.4121 -2.0953
H 0.3120 -0.5889 -0.4744
H 3.0564 -1.2412 1.5624
H 2.8998 -2.7997 1.5950
H 2.5831 0.7997 0.0198
H 1.3971 0.9150 1.4594
H 0.7862 1.3428 -0.0736
*
```

* gap between HOMO and LUMO: 9.34 eV
* molecular weight: 133.2 g mol⁻¹
* energy above the lowest of the compared OMol25 structures with the same formula, charge and spin: 2.448 eV
* energy: -473.7128 a.u.
* HOMO level: -8.77 eV

# 8
C19H47CrNO14S5 | ωB97M-V/def2-TZVPD

Geometry as ORCA input:
```
! RIJCOSX wB97M-V def2-TZVPD def2/J DEFGRID3
* xyz 1 4
Cr -0.5057 0.9593 -0.9197
O 0.7684 -2.7594 -1.9392
C 0.3512 -1.4970 -1.6898
O -0.5027 -0.7932 -2.1392
O 0.7737 -0.7154 -0.8025
H 1.4910 -2.6203 -1.3227
O -2.2478 -0.1515 2.3334
C -1.8420 0.5501 1.2287
O -0.7848 1.2065 1.1503
O -2.1834 0.3332 0.0829
H -2.9523 -0.7483 2.0706
C 3.7329 3.1894 -1.4715
S 2.8565 2.6052 0.0549
O 1.5753 1.8680 -0.3250
C 4.0034 1.2904 0.6774
H 4.6173 3.7619 -1.1916
H 3.1042 3.8336 -2.0862
H 4.1212 2.3305 -2.0188
H 3.3772 0.6064 1.2503
H 4.7601 1.5309 1.4242
H 4.4569 0.6367 -0.0676
C 0.0970 5.4207 0.4051
S -1.1949 4.4216 -0.5468
O -0.6351 2.9984 -0.8539
C -2.6556 4.4410 0.6464
H 0.9529 4.7714 0.5893
H -0.4030 5.6578 1.3442
H 0.3124 6.3416 -0.1368
H -2.2306 4.2749 1.6363
H -3.2803 3.6108 0.3171
H -3.3106 5.3068 0.5487
C -4.0470 -5.6839 -0.8909
S -4.9996 -4.4098 -1.7981
O -5.9663 -3.9418 -0.7134
C -3.6641 -3.1605 -1.9715
H -3.1938 -6.1118 -1.4173
H -4.7130 -6.4522 -0.4983
H -3.6838 -5.2456 0.0387
H -3.6144 -2.3845 -1.2076
H -3.8329 -2.6256 -2.9061
H -2.6372 -3.5192 -2.0421
C -3.2044 3.6134 -3.4132
S -3.1577 1.8351 -3.1392
O -1.8325 1.4205 -2.4263
C -4.4959 1.7479 -1.8056
H -3.2975 4.1040 -2.4443
H -4.0301 3.8639 -4.0793
H -2.2754 3.8703 -3.9222
H -4.4867 2.6217 -1.1540
H -4.4182 0.7871 -1.2967
H -5.3928 1.6932 -2.4225
C 0.0426 2.0479 -5.0621
S 1.3771 2.1829 -3.7389
O 0.6593 1.6844 -2.4871
C 2.2855 0.5793 -4.1430
H -0.7208 2.7290 -4.6858
H -0.1611 0.9802 -5.1424
H 0.6019 2.4462 -5.9086
H 3.2922 0.7274 -4.5339
H 1.7667 -0.1138 -4.8052
H 2.2936 -0.0088 -3.2253
C -0.5776 -3.4109 1.2889
O -1.5015 -2.9550 0.5841
N -0.5628 -3.6143 2.6569
C 0.6094 -3.9550 3.5105
C -1.7593 -3.3406 3.5655
H 0.3370 -3.8623 0.8742
H 1.4740 -4.3244 2.9589
H 0.3123 -4.7783 4.1601
H 1.0367 -3.0849 4.0088
H -2.6784 -3.1684 3.0054
H -1.9499 -4.3179 4.0089
H -1.6520 -2.4940 4.2436
O 4.0980 0.3232 4.5948
C 3.2511 -0.3703 4.0521
O 3.5108 -1.6155 3.6121
C 4.7865 -2.2073 3.7413
C 5.7310 -1.5687 2.7464
C 1.8041 0.0808 3.9579
H 4.8445 -3.2443 3.4106
H 5.1885 -2.1443 4.7526
H 5.9033 -0.5023 2.8921
H 5.4103 -1.8337 1.7389
H 6.7371 -1.9802 2.8271
H 1.3247 -0.2583 4.8762
H 1.3894 -0.4732 3.1157
H 1.8167 1.1606 3.8100
*
```

* gap between HOMO and LUMO (alpha / beta): 7.49 / 8.16 eV
* <S²>: 3.8076
* molecular weight: 725.9 g mol⁻¹
* energy: -4895.2280 a.u.
* HOMO level (alpha / beta): -10.18 / -10.18 eV

# 9
C2H4N2O2 | ωB97M-V/def2-TZVPD

Geometry as ORCA input:
```
! RIJCOSX wB97M-V def2-TZVPD def2/J DEFGRID3
* xyz 0 1
C -0.6006 1.3848 -0.3329
C -0.1383 0.2469 0.1071
N 0.5324 -0.8315 -1.2916
N -0.1911 -0.4620 1.3211
O -1.2429 -0.9261 1.5856
O 0.8340 -0.6126 1.9235
H -1.0536 2.0594 0.3277
H -0.4556 1.5947 -1.3365
H 1.5802 -0.6554 -1.3779
H 0.7357 -1.7982 -0.9262
*
```

* gap between HOMO and LUMO: 10.16 eV
* molecular weight: 88.1 g mol⁻¹
* energy above the lowest of the compared OMol25 structures with the same formula, charge and spin: 7.233 eV
* energy: -338.3874 a.u.
* HOMO level: -10.62 eV